(1)
Computed, not measured: 2 unconnected molecules or ions with the total composition C5H8O2, with the ωB97M-V functional and the def2-TZVPD basis.

Output
SMILES string: C1=CO[C@@H]2C[C@@H]2O1.[H][H]
Frontier orbital gap: 9.2 eV

```
15
Properties=species:S:1:pos:R:3:forces:R:3:nbo_charge:R:1
C 1.169691 -0.477616 -0.221932 -0.0332 0.1981 -0.0004 0.047
C 0.683311 0.665245 -0.718555 0.1046 -0.1143 0.0690 0.004
O -0.601144 0.776602 -1.182518 -0.1082 0.1534 0.0995 -0.491
C -1.522680 -0.019270 -0.488659 -0.3136 -0.1436 0.0312 0.058
C -1.444018 0.041547 1.010268 -0.0782 -0.0061 0.1939 -0.491
C -0.987839 -1.189782 0.252691 -0.2714 -0.1293 -0.0755 0.056
O 0.367669 -1.535382 0.087264 -0.0553 -0.0395 -0.0557 -0.477
H 2.210955 -0.693275 -0.025580 -0.2387 0.2641 0.2108 0.208
H 1.169304 1.624329 -0.664204 0.2546 -0.2406 -0.4769 0.207
H -2.461088 -0.062930 -1.027903 0.0373 -0.0121 0.1542 0.207
H -0.691564 0.715946 1.414316 -0.1208 -0.1929 -0.1029 0.240
H -2.359513 -0.013498 1.587416 0.1123 -0.1311 0.0000 0.228
H -1.571333 -2.095494 0.355341 -0.0289 0.1162 -0.1038 0.209
H 3.001249 1.270097 -0.569683 0.4409 0.0842 0.0486 -0.002
H 3.101522 1.093396 0.141914 0.2988 0.1935 0.0080 -0.003
```
Positions in Å, forces in eV/Å.



(2)
Computed, not measured: 2 unconnected molecules or ions with the total composition BrH5N3OP, with the ωB97M-V functional and the def2-TZVPD basis.

Output
Frontier orbital gap (alpha / beta): 8.1 / 6.1 eV

```
11
Properties=species:S:1:pos:R:3:forces:R:3:nbo_charge:R:1
N 0.075195 0.468649 1.393065 0.0911 -0.5646 -0.4433 -1.167
N 0.231137 0.993814 -1.127492 0.1616 -0.6851 0.1029 -1.162
N 0.034576 -1.529376 -0.339211 -1.5338 -0.4396 -0.1592 -0.799
O 2.262742 -0.191236 0.064924 0.0399 0.1355 0.0347 -1.092
P 0.796977 -0.115461 -0.004797 0.8544 1.6880 0.4466 2.242
Br -3.666016 0.177743 0.055176 0.0871 -0.0169 -0.0077 0.003
H -0.926161 0.337847 1.452357 -0.0082 0.0416 0.1622 0.400
H 0.559614 0.208346 2.239156 -0.0304 -0.0330 0.0718 0.410
H 0.767952 1.005628 -1.984760 -0.1002 0.0233 -0.0237 0.408
H -0.767068 0.975957 -1.285068 -0.0318 0.1032 -0.1489 0.398
H 0.631055 -2.331909 -0.463352 0.4703 -0.2525 -0.0355 0.360
```
Positions in Å, forces in eV/Å.



(3)
Computed, not measured: 2 unconnected molecules or ions with the total composition C8H14N6S, with the ωB97M-V functional and the def2-TZVPD basis.

Output
Charge: +2
Frontier orbital gap: 10.0 eV

```
29
Properties=species:S:1:pos:R:3:forces:R:3:nbo_charge:R:1
C -2.068370 0.558154 0.911103 1.5856 -2.5247 -0.2451 -0.061
C -1.760911 -0.371345 -0.089358 0.7912 1.2969 0.9649 -0.048
C -3.911814 0.247578 -0.288676 0.7020 -1.2875 -1.5886 0.457
C 1.532382 -2.494963 -0.660668 -0.8935 -3.0803 -0.4899 -0.128
C 3.613978 0.970169 -0.005975 2.4472 0.0372 -2.6233 0.667
C 1.546158 -1.564736 1.531596 0.8332 0.7377 -2.1438 -0.485
C 2.191860 -0.831643 0.554479 -0.4808 -1.6224 1.7064 0.261
C -5.294824 0.551829 -0.756954 -1.3391 -1.0887 0.7361 -0.691
N 2.181132 -1.409532 -0.680279 0.4321 2.1284 -0.0176 -0.487
N -3.371652 0.799704 0.789572 -2.5311 0.5813 -0.8761 -0.450
N -2.922139 -0.537377 -0.837952 0.6165 0.5848 -0.2989 -0.479
N 4.346927 2.036906 0.239203 -0.2422 2.3151 3.7139 -0.753
N 2.983019 0.281832 0.893284 -1.3583 0.3690 1.7157 -0.546
N 3.747724 0.439290 -1.232534 1.8618 2.9229 -1.4704 -0.759
S 0.964115 -2.996522 0.872246 -0.4450 -0.2932 -0.1376 0.552
H -1.585360 0.845735 1.826756 0.5000 0.0836 -0.2268 0.256
H 1.440918 -3.192063 -1.516618 -0.0083 0.7310 0.5264 0.258
H 1.522349 -1.291052 2.524089 -0.2478 0.2119 2.0423 0.253
H -0.757011 -0.829338 -0.311447 -1.6033 0.4474 0.1180 0.256
H -5.941434 -0.371515 -0.858274 1.0114 0.7215 -0.0737 0.283
H -5.788407 1.061089 0.112984 0.3192 0.1055 -1.1498 0.254
H -5.365962 1.095683 -1.722056 0.2493 -0.0722 0.8312 0.285
H -4.011616 1.306170 1.383117 0.5094 0.4115 0.4048 0.458
H -2.834319 -1.017312 -1.769397 -0.9714 0.7571 1.3839 0.473
H 4.296050 2.613808 1.146239 0.0691 -1.6417 -1.9237 0.438
H 4.928680 2.467806 -0.442876 0.1678 0.0430 -0.6340 0.432
H 3.032362 0.621915 1.866677 -0.3291 -0.6008 -0.8431 0.442
H 4.350017 1.036369 -1.895525 -1.6517 -1.4866 1.2158 0.417
H 2.936151 -0.026635 -1.582770 0.0058 -0.7880 -0.6170 0.447
```
Positions in Å, forces in eV/Å.



Ordered maximum force results: 0.6; 1.9; 4.4; unit eV/A.
Ordered energy above the lowest of the compared OMol25 structures with the same formula, charge and spin results: 92.32; 39.59; 0.00; unit kcal per mole.